# 1
Molecular formula: C27H29IN2O10PS
Method: DFT, the ωB97M-V functional and the def2-TZVPD basis

## Properties
- charge = -1
- LUMO (Ha) = 0.0336
- gap between HOMO and LUMO (eV) = 6.01
- electronic energy (eV) = -80135.075

Each line ends with the Löwdin charge.
Atoms and positions in Å:
O (1.51, 3.07, -6.83)  0.033
H (3.78, -3.93, 0.80)  0.108
H (-2.39, -2.67, 3.61)  0.101
C (0.73, 4.55, -3.79)  -0.111
H (-2.31, 3.39, -2.88)  0.121
H (6.74, -1.93, 2.20)  0.079
S (0.15, 3.27, 1.48)  0.078
O (-1.26, -4.35, 1.86)  0.072
H (1.43, 4.29, -2.92)  0.090
C (5.97, -2.74, 1.88)  -0.154
H (-4.28, -1.31, -1.49)  0.119
H (-1.70, 1.61, -4.33)  0.120
C (3.54, -2.81, 0.93)  -0.585
N (1.55, -2.20, 4.60)  -0.625
C (-4.92, -0.38, 2.19)  -0.024
C (-2.44, -1.95, 0.11)  -0.092
P (0.77, 1.97, 0.13)  0.388
C (-2.89, -0.55, 4.48)  -0.030
C (1.97, -2.62, 1.16)  -0.132
H (6.15, -3.66, 2.53)  0.074
C (-1.02, 1.65, -3.40)  -0.154
C (1.37, -1.14, 1.43)  -0.278
H (3.27, 4.81, -4.92)  0.083
C (1.09, -3.74, 1.14)  -0.113
H (-2.13, -0.61, 5.34)  0.101
O (-4.16, -0.46, -1.02)  -0.023
C (-3.75, 0.77, 4.36)  -0.058
H (6.19, -2.99, 0.79)  0.037
H (-3.55, 1.90, -1.52)  0.115
H (2.09, 1.57, 0.58)  -0.006
O (1.57, -5.09, 0.94)  0.003
H (1.11, -5.48, 0.17)  0.119
H (-2.52, 2.79, -0.29)  0.114
H (4.49, -1.06, 1.98)  0.089
C (-0.05, -0.86, 0.73)  0.010
H (1.26, 2.02, -3.18)  0.098
O (2.37, -3.11, 4.34)  -0.080
H (0.97, 2.56, -1.17)  -0.055
H (-3.60, 1.65, 5.09)  0.090
C (-1.60, 2.67, -2.31)  -0.219
H (-5.68, -0.23, 1.34)  0.102
O (-5.35, -3.48, 1.23)  0.072
H (-0.90, 0.57, -3.05)  0.109
H (-5.38, 1.78, 3.08)  0.081
C (3.13, 3.68, -5.10)  -0.035
O (0.37, -2.29, 4.19)  -0.078
H (-0.81, 3.37, -1.84)  0.064
I (4.01, -1.66, -0.91)  0.742
H (3.93, 3.40, -5.88)  0.093
C (-3.05, -1.75, 3.48)  0.015
C (-0.45, 0.53, 0.12)  -0.228
H (1.16, 5.43, -4.37)  0.095
H (-0.28, 4.91, -3.35)  0.094
C (-1.87, 0.68, -0.50)  -0.081
O (1.91, -1.21, 5.26)  -0.054
H (0.70, 1.26, -4.75)  0.137
C (-2.48, 2.01, -1.14)  -0.162
C (0.44, 2.08, -3.98)  -0.209
C (-1.02, -2.10, 0.71)  0.060
C (-4.06, -1.69, 2.31)  -0.088
C (4.46, -2.21, 2.10)  -0.299
C (-2.82, -0.57, -0.49)  -0.088
H (3.37, 3.16, -4.09)  0.086
C (1.64, 3.34, -5.61)  -0.403
O (-3.35, -3.08, 0.13)  0.017
O (1.98, -0.33, 2.16)  0.043
C (-0.50, -3.50, 1.33)  -0.190
N (0.43, 3.39, -4.71)  -0.119
H (4.04, -2.40, 3.16)  0.107
C (-4.77, 0.81, 3.17)  -0.077
C (-4.29, -2.81, 1.21)  -0.307

# 2
Molecular formula: CCl6P
Method: DFT, the ωB97M-V functional and the def2-TZVPD basis

## Properties
- charge = +1
- LUMO (alpha / beta) (Ha) = -0.2745 / -0.3054
- gap between HOMO and LUMO (alpha / beta) (eV) = 3.51 / 5.17
- electronic energy (eV) = -85448.876
- spin multiplicity = 3

Each line ends with the Löwdin charge.
Atoms and positions in Å:
C (-3.02, -0.06, -0.08)  -1.502
P (4.68, 0.21, 0.04)  0.057
Cl (4.70, -1.69, 0.69)  0.077
Cl (-4.23, 1.01, 0.49)  0.785
Cl (2.71, 0.54, -0.18)  -0.015
Cl (-2.06, 0.29, -1.36)  0.733
Cl (-2.83, -1.43, 0.92)  0.791
Cl (0.06, 1.13, -0.52)  0.074

# 3
Molecular formula: C4H7NO
Method: DFT, the ωB97M-V functional and the def2-TZVPD basis

## Properties
- LUMO (Ha) = 0.0397
- gap between HOMO and LUMO (eV) = 10.24
- electronic energy (eV) = -7795.221
- structure (SMILES) = ON=C1CCC1

Each line ends with the Löwdin charge.
Atoms and positions in Å:
C (0.11, -0.62, -0.84)  -0.075
N (-0.86, 1.58, -0.04)  0.036
H (0.31, 0.47, 2.17)  0.109
C (1.03, -1.03, 0.52)  -0.098
H (-0.49, -1.48, -1.12)  0.096
C (-0.45, 0.39, 0.10)  -0.375
C (0.04, -0.23, 1.37)  -0.124
H (0.51, -0.16, -1.78)  0.117
H (-1.29, 2.81, -1.34)  0.087
H (1.73, -0.63, -0.19)  0.082
O (-1.01, 1.89, -1.39)  -0.068
H (1.11, -2.09, 0.78)  0.093
H (-0.73, -0.91, 1.75)  0.121

# 4
Molecular formula: C30H68N3O16
Method: DFT, the ωB97M-V functional and the def2-TZVPD basis

## Properties
- charge = -1
- LUMO (Ha) = -0.0147
- gap between HOMO and LUMO (eV) = 5.40
- electronic energy (eV) = -69414.290

Each line ends with the Löwdin charge.
Atoms and positions in Å:
H (-50.20, -19.98, 16.91)  0.116
H (-57.31, -22.55, 20.49)  0.010
H (-50.57, -18.83, 17.87)  -0.013
H (-59.65, -12.28, 18.28)  0.038
C (-60.78, -20.23, 21.17)  0.024
O (-58.58, -20.88, 21.61)  0.108
H (-56.59, -18.06, 15.98)  0.096
H (-59.74, -15.25, 23.66)  0.112
C (-49.92, -21.42, 22.61)  -0.005
C (-59.45, -13.27, 18.39)  -0.079
H (-57.28, -17.11, 20.48)  0.106
H (-57.90, -15.28, 18.26)  0.092
C (-49.44, -20.32, 18.96)  -0.529
H (-60.44, -16.71, 17.12)  0.041
C (-53.71, -19.38, 19.85)  0.090
O (-53.09, -17.00, 22.17)  -0.068
H (-51.36, -20.16, 18.16)  0.023
H (-59.14, -16.73, 15.35)  0.124
C (-54.55, -23.96, 21.74)  -0.067
C (-55.52, -13.89, 14.12)  -0.036
H (-56.35, -13.28, 13.96)  0.045
H (-58.44, -11.53, 20.23)  0.126
H (-48.96, -22.14, 17.87)  0.123
O (-54.92, -15.81, 22.74)  -0.104
H (-53.79, -23.42, 21.14)  0.055
C (-58.27, -16.85, 23.86)  -0.444
H (-49.55, -20.78, 23.34)  0.061
C (-50.45, -19.82, 18.00)  -0.092
H (-53.26, -18.99, 19.08)  0.017
H (-59.50, -13.94, 17.54)  0.070
H (-53.17, -18.99, 20.47)  -0.024
H (-52.87, -23.18, 22.02)  0.009
H (-58.44, -12.84, 21.16)  -0.025
H (-54.61, -13.40, 14.42)  0.066
H (-57.93, -19.10, 15.32)  0.065
H (-58.98, -18.63, 24.94)  0.137
H (-57.84, -18.56, 21.20)  0.022
O (-52.19, -20.60, 22.91)  -0.040
N (-51.95, -16.37, 18.63)  -0.510
C (-58.83, -15.63, 23.03)  -0.022
O (-62.15, -16.94, 20.14)  0.057
H (-54.56, -17.05, 19.25)  0.091
O (-51.85, -15.66, 19.68)  -0.030
H (-56.60, -16.03, 16.60)  0.004
N (-53.69, -16.14, 22.92)  -0.528
O (-57.18, -15.68, 14.15)  -0.074
H (-54.19, -24.08, 22.78)  0.096
H (-57.26, -16.62, 13.96)  0.076
O (-51.22, -17.38, 18.53)  -0.072
C (-55.15, -18.74, 19.88)  -0.248
H (-48.82, -22.24, 19.84)  0.103
H (-49.43, -22.24, 22.46)  0.009
C (-59.98, -17.63, 17.01)  -0.037
H (-53.13, -20.77, 23.07)  0.085
H (-57.42, -19.06, 16.99)  0.103
H (-54.86, -16.90, 20.91)  0.147
C (-56.38, -22.93, 20.40)  -0.043
H (-51.54, -22.26, 23.97)  0.181
H (-55.21, -15.07, 16.97)  0.161
C (-57.69, -18.39, 16.09)  -0.041
C (-58.84, -18.63, 21.09)  0.060
C (-58.70, -17.22, 16.20)  -0.314
C (-55.89, -23.25, 21.82)  -0.425
H (-53.70, -20.51, 20.11)  0.135
C (-49.51, -21.95, 18.91)  -0.007
H (-55.05, -16.11, 14.61)  0.187
H (-48.15, -18.92, 18.54)  0.122
H (-59.48, -16.65, 20.27)  0.029
H (-56.89, -14.38, 16.59)  0.117
H (-56.66, -16.73, 18.73)  0.116
O (-57.99, -16.05, 16.86)  -0.142
C (-59.33, -20.00, 21.26)  -0.419
C (-57.93, -12.63, 20.36)  -0.033
O (-52.99, -15.27, 23.52)  -0.037
N (-55.21, -17.23, 19.98)  0.106
H (-56.59, -15.69, 20.24)  0.043
H (-56.64, -23.88, 22.02)  0.085
H (-60.04, -17.01, 24.96)  0.065
C (-56.48, -16.58, 19.82)  -0.020
O (-53.14, -16.47, 18.19)  -0.138
O (-57.73, -14.76, 19.19)  -0.210
C (-51.43, -21.78, 22.83)  -0.477
H (-49.87, -19.89, 19.87)  0.126
C (-58.09, -13.33, 18.95)  -0.435
H (-55.45, -14.24, 13.02)  0.094
H (-63.01, -19.33, 20.76)  0.173
H (-56.41, -23.97, 19.80)  0.130
H (-61.19, -21.31, 21.16)  0.129
C (-56.12, -15.14, 16.24)  -0.104
C (-51.90, -22.72, 21.82)  -0.076
C (-59.75, -17.55, 20.60)  0.078
C (-61.28, -17.77, 20.41)  -0.380
H (-56.72, -17.20, 22.97)  -0.093
H (-56.50, -21.66, 22.41)  -0.084
O (-57.41, -17.57, 23.11)  0.048
O (-55.78, -22.02, 22.57)  0.057
C (-55.90, -15.28, 14.80)  -0.381
C (-61.75, -19.21, 20.70)  0.034
H (-57.73, -16.39, 24.80)  0.171
O (-48.23, -19.89, 18.59)  -0.023
H (-55.63, -22.54, 19.78)  0.056
H (-56.90, -12.55, 20.76)  0.094
O (-56.19, -19.34, 19.72)  0.108
H (-59.83, -18.27, 18.00)  0.109
H (-59.97, -18.06, 23.73)  -0.043
H (-60.69, -18.27, 16.38)  0.105
H (-57.47, -15.70, 16.27)  -0.154
H (-49.96, -20.80, 21.67)  0.088
H (-60.08, -13.76, 19.28)  0.139
C (-59.45, -17.69, 24.41)  -0.021
H (-58.18, -14.83, 22.80)  0.047
H (-57.33, -12.92, 18.05)  0.175
H (-51.16, -23.33, 21.92)  0.031
H (-59.31, -15.86, 22.10)  0.027
H (-50.40, -22.21, 19.17)  -0.037
H (-52.04, -22.23, 20.89)  0.087
H (-54.80, -25.06, 21.50)  0.120